(1)
ORCA calculation (the ωB97M-V functional and the def2-TZVPD basis) on a single C3H7NS2 molecule at a distorted geometry.

Calculated values
molar mass	121.230	g mol⁻¹
orbital gap	8.24	eV
F_max	0.0507	hartree/bohr
energy relative to the best compared isomer or geometry (same formula, charge and spin)	1.7049	eV
multiplicity	1
total energy	-26383.47046	eV

XYZ file:
```
13
Properties=species:S:1:pos:R:3:forces:R:3
N -0.144859 -1.894553 -0.084064 -0.6058 0.2426 0.4470
C -1.146821 -0.819276 -0.372138 2.1361 -0.1914 -1.4842
C -0.627249 0.598444 -0.057114 1.0592 -1.6795 -0.3256
S 1.044638 0.546214 -0.723771 0.7998 -0.3752 -0.1788
C 1.796603 1.733361 0.244411 1.4926 -1.0614 -0.0150
S 3.297938 1.542491 0.858279 -0.7009 0.5499 -0.3340
H -0.507875 -2.850265 -0.288375 0.1593 1.2880 0.4488
H 0.056535 -1.784272 0.907515 0.2694 -0.7366 -0.0949
H -1.994455 -0.970427 0.228629 -1.8564 -0.2090 -0.0868
H -1.159959 -0.839425 -1.479571 -1.3359 -0.1474 0.5344
H -0.645513 0.793739 0.985998 0.2978 0.1185 1.0570
H -1.135518 1.372680 -0.545794 -1.2519 0.8024 -0.7625
H 1.166535 2.571290 0.325996 -0.4633 1.3993 0.7946
```
Positions in Å, forces in eV/Å.

(2)
ORCA calculation (the ωB97M-V functional and the def2-TZVPD basis) on a single C18H23ClN6O molecule at a distorted geometry.

Calculated values
molar mass	374.876	g mol⁻¹
orbital gap	9.20	eV
F_max	0.0303	hartree/bohr
energy relative to the best compared isomer or geometry (same formula, charge and spin)	1.8934	eV
multiplicity	1
total energy	-42549.89291	eV

XYZ file:
```
49
Properties=species:S:1:pos:R:3:forces:R:3
C 4.741034 0.593178 -1.052892 0.0437 0.0691 -0.0094
O 5.120493 -0.730864 -0.768593 0.1226 -0.0415 -0.0602
C 4.063843 -1.611143 -0.477074 -0.1917 -0.2615 -0.1842
C 3.235314 -2.055345 -1.698544 0.3632 -0.0869 0.5430
N 2.260915 -1.080025 -2.115992 -0.0805 0.3476 -0.2684
C 1.100934 -0.899270 -1.467003 -0.2171 0.1818 -0.1671
N 0.776594 -1.704902 -0.458585 0.6064 -0.0751 -0.2996
C -0.388131 -1.568177 0.171918 -0.3243 0.2170 -0.0263
C -0.669279 -2.515829 1.314769 -0.0357 -0.2134 0.2198
C 0.375222 -3.628216 1.373432 -0.1469 0.1617 0.0197
C -2.066922 -3.113450 1.127604 0.1164 0.1246 0.0307
C -0.634432 -1.694103 2.609808 -0.0379 -0.0459 -0.1549
N -1.324702 -0.666455 -0.080908 -0.4118 0.1060 0.1463
C -1.005690 0.152908 -1.077085 1.0910 -0.3186 -0.4584
C 0.184545 0.110687 -1.829895 -1.2451 -0.0318 0.9392
N 0.126798 1.107206 -2.752518 0.7357 -0.1150 -0.3818
N -0.977411 1.722400 -2.613260 -0.4772 0.8382 -0.5302
N -1.700329 1.178636 -1.620386 0.4964 -0.9434 0.1928
C -2.965575 1.714769 -1.196448 -0.2604 0.3261 0.1087
C -2.742697 2.838172 -0.214387 -0.1156 -0.0834 0.0923
C -2.246776 4.050679 -0.680276 -0.0541 0.0267 0.0884
C -1.990497 5.097053 0.185738 0.0251 0.0271 -0.0688
C -2.227573 4.941850 1.541648 -0.0053 -0.0463 0.0125
C -2.711168 3.740729 2.026692 0.0004 -0.0218 0.0376
C -2.960873 2.693412 1.151828 0.0597 0.2490 -0.1291
Cl -3.552938 1.203766 1.800896 -0.1388 -0.1396 0.1761
H 5.646879 1.193578 -0.980791 -0.0724 0.0644 -0.0381
H 4.004056 0.960924 -0.329485 -0.0109 0.0079 -0.0195
H 4.328063 0.697672 -2.062524 0.0253 0.0565 0.0428
H 3.383656 -1.172656 0.266509 0.0666 -0.0533 -0.0137
H 4.544428 -2.491481 -0.044250 -0.1155 0.0086 0.0150
H 3.904478 -2.267606 -2.533569 -0.0562 -0.0348 0.0272
H 2.691115 -2.960206 -1.417829 0.1373 -0.0142 -0.1047
H 2.488930 -0.408927 -2.832071 -0.0417 -0.0864 0.0398
H 1.369004 -3.210485 1.506288 0.1233 -0.0381 0.0272
H 0.369092 -4.202032 0.450590 0.0569 -0.1137 -0.0834
H 0.156551 -4.295719 2.203877 -0.0455 -0.0732 0.1019
H -2.313020 -3.758472 1.967967 -0.0148 -0.0979 0.0906
H -2.109089 -3.701165 0.213018 -0.0515 -0.0949 -0.1032
H -2.803900 -2.318160 1.062649 -0.1075 0.0189 -0.0003
H -1.366085 -0.892028 2.560068 -0.0687 0.0994 0.0393
H -0.864660 -2.329939 3.461730 -0.0040 -0.0789 0.1104
H 0.351538 -1.257903 2.757168 0.1190 0.0631 0.0638
H -3.483209 2.088700 -2.083637 0.0438 -0.1277 0.1098
H -3.532426 0.901475 -0.739487 0.0609 0.0998 -0.1779
H -2.052820 4.155580 -1.737576 0.0168 0.0288 -0.1098
H -1.606706 6.030570 -0.195912 0.0329 0.0850 -0.0358
H -2.032996 5.753993 2.225333 0.0125 0.0661 0.0675
H -2.893578 3.606619 3.081444 -0.0250 -0.0362 0.0823
```
Positions in Å, forces in eV/Å.

(3)
ORCA calculation (the ωB97M-V functional and the def2-TZVPD basis) on 2 unconnected molecules or ions with the total composition C22H25ClFN4 at a distorted geometry.

Calculated values
charge	+1
molar mass	399.921	g mol⁻¹
orbital gap	8.31	eV
F_max	0.0518	hartree/bohr
multiplicity	1
total energy	-44411.54561	eV

XYZ file:
```
53
Properties=species:S:1:pos:R:3:forces:R:3
C -3.670453 -4.735612 4.597200 -0.0791 0.1195 -0.4315
C -4.292636 -3.482033 4.537094 -0.0635 -0.2416 -0.2359
C -4.537364 -2.872212 3.303078 0.3013 -0.0504 -0.1360
C -4.073664 -3.465613 2.114809 0.0007 -0.1788 0.3348
C -4.160869 -2.824330 0.760424 -0.2185 -0.1386 -1.1260
N -4.004324 -3.631964 -0.223526 -0.5764 -0.4553 0.4169
C -4.076197 -3.621780 -1.659995 0.7813 0.5136 0.7058
C -3.132867 -4.702615 -2.062955 1.6599 -1.7288 -0.6906
N -2.351618 -5.534982 -2.313187 -1.7982 1.9046 0.4880
C -4.465505 -1.360933 0.680538 0.4547 0.1759 -0.2765
C -3.857432 -0.461666 1.574155 -0.2749 0.0184 0.0154
C -4.242315 0.880731 1.604560 -0.0522 -0.3077 -0.3233
C -5.188986 1.340545 0.676916 -0.0412 -0.0901 0.0901
C -5.722158 0.466767 -0.282164 0.2133 -0.1143 0.1738
C -5.333680 -0.878392 -0.304432 -0.2056 0.3162 0.4129
C -3.515496 -4.746965 2.179594 0.3271 -0.2774 0.3594
C -3.316538 -5.388832 3.405612 -0.2662 0.4560 0.0310
H -3.476241 -5.205592 5.561748 -0.0720 0.1254 -0.2652
H -4.600899 -2.978314 5.452230 0.0404 -0.1556 -0.1979
H -5.073740 -1.924395 3.259884 0.2316 -0.2009 0.1019
H -3.808844 -2.704809 -2.198221 0.0296 0.1508 0.2128
H -3.090164 -0.838714 2.253480 -0.3366 0.1810 -0.0956
H -3.815689 1.541862 2.364492 -0.1298 -0.1427 -0.4342
H -5.505095 2.388585 0.709676 0.0931 -0.4297 -0.0685
H -6.463402 0.810257 -1.006780 0.3309 0.0523 0.1699
H -5.743952 -1.561129 -1.046798 -0.0432 0.1177 0.2201
H -3.215705 -5.220363 1.243313 -0.0597 0.1178 0.3744
H -2.888084 -6.390534 3.429891 -0.0468 0.3008 0.0099
Cl -14.286075 -0.043457 -0.632820 0.3730 -0.4088 0.4890
C -13.445688 -1.058343 0.581732 -0.4284 0.3315 -0.3155
N -12.035688 -1.348497 0.205797 0.6914 -0.2477 -0.2817
C -11.936884 -2.135183 -1.115559 -1.0942 0.4396 0.5368
C -10.485769 -2.438868 -1.400538 1.4737 0.1209 0.5001
N -9.601853 -1.933521 -0.309091 -0.7071 0.1239 0.1719
F -5.341048 -3.955823 -2.083130 -0.2748 -0.0235 0.1708
C -10.008728 -2.561806 0.984609 1.1030 0.2814 -1.1250
C -11.444796 -2.219159 1.312610 -0.9675 0.2693 0.1720
C -9.753748 -0.455016 -0.208387 1.0169 -1.0864 -0.2732
C -11.183944 -0.075663 0.106925 -1.1265 0.0548 0.2373
H -13.441812 -0.517133 1.534531 -0.0182 -0.1947 -0.2711
H -13.984233 -2.010193 0.659962 0.1822 0.3088 0.0119
H -12.527063 -3.049577 -0.973490 -0.0070 0.3179 -0.0019
H -12.406451 -1.510410 -1.882632 0.0461 -0.1910 0.2229
H -10.326605 -3.523252 -1.469817 0.0018 0.3517 -0.1677
H -10.169369 -1.949601 -2.331270 -0.0245 -0.3141 0.2217
H -9.884009 -3.647091 0.877003 0.0831 0.3275 0.1536
H -9.337202 -2.178727 1.764096 -0.1204 -0.2796 -0.2191
H -11.528160 -1.636303 2.236356 -0.1055 -0.1489 -0.1477
H -12.076198 -3.112232 1.381906 0.0280 0.2513 0.0355
H -9.073191 -0.107473 0.584768 -0.1861 -0.0340 -0.4014
H -9.444225 -0.028773 -1.174789 -0.0084 -0.0779 0.4237
H -11.642556 0.551615 -0.665199 0.0450 -0.1485 0.2687
H -11.262736 0.419265 1.082645 -0.1758 -0.0613 -0.2474
```
Positions in Å, forces in eV/Å.

(4)
ORCA calculation (the ωB97M-V functional and the def2-TZVPD basis) on 5 unconnected molecules or ions with the total composition C3H14O5 at a distorted geometry.

Calculated values
molar mass	130.140	g mol⁻¹
orbital gap	10.81	eV
F_max	0.0437	hartree/bohr
energy relative to the best compared isomer or geometry (same formula, charge and spin)	1.9771	eV
multiplicity	1
total energy	-13574.01979	eV

XYZ file:
```
22
Properties=species:S:1:pos:R:3:forces:R:3
C 3.828143 -0.779430 -0.935682 0.7130 -0.8190 -0.8348
C 3.177152 0.104313 -0.213079 -0.5547 2.1506 0.3262
C 1.699372 0.467606 -0.315472 -0.5583 -1.5808 -1.1085
O 1.544328 1.445344 -1.364981 -0.4486 1.3689 0.3455
H 4.930234 -0.863323 -0.898084 -0.7662 0.0775 0.1025
H 3.345948 -1.433456 -1.688034 0.0802 0.3605 0.6953
H 3.712498 0.880771 0.376110 -0.0188 -0.9370 -0.1960
H 1.134576 -0.401543 -0.802718 0.7101 0.6644 1.7024
H 1.320743 0.784653 0.698554 0.0242 -0.3216 -1.2687
H 0.795739 2.068937 -1.208102 0.8644 -0.8115 0.2691
O -4.943022 0.207497 3.799530 -0.5814 -0.8508 1.8786
H -4.179568 0.636458 4.196605 0.2716 0.2412 -0.3102
H -5.308568 -0.246939 4.614388 0.3196 0.6109 -1.5908
O -0.356156 -2.011868 0.106812 0.1766 -0.3224 -0.2072
H -0.675408 -2.063841 -0.807099 0.0390 0.0274 0.1555
H 0.510738 -2.453501 0.103933 -0.4933 0.2610 0.0340
O -1.563978 0.811378 0.751649 0.3239 -0.9539 -0.2127
H -1.264808 -0.115916 0.600095 -0.1211 0.7561 0.2540
H -2.505972 0.768499 0.557865 -0.0165 0.1148 -0.0134
O -1.281767 -0.069749 -2.282652 1.8573 0.5238 -0.0112
H -0.522376 0.254353 -1.749471 -0.9856 -0.1989 0.7058
H -0.788876 0.110511 -3.097482 -0.8353 -0.3612 -0.7152
```
Positions in Å, forces in eV/Å.

(5)
ORCA calculation (the ωB97M-V functional and the def2-TZVPD basis) on a single C4H7ClN2O molecule at a distorted geometry.

Calculated values
molar mass	134.566	g mol⁻¹
orbital gap	9.95	eV
F_max	0.0794	hartree/bohr
energy relative to the best compared isomer or geometry (same formula, charge and spin)	2.1618	eV
multiplicity	1
total energy	-21809.47709	eV

XYZ file:
```
15
Properties=species:S:1:pos:R:3:forces:R:3
N 0.487581 1.938661 -1.142997 0.9369 2.4029 1.7795
N -0.241532 1.360551 -2.091858 -2.1033 -3.4383 -0.6429
C -0.867956 0.264668 -1.739446 0.4830 0.8168 0.2847
C -1.059338 -0.235030 -0.315681 -1.5673 1.3232 -1.7927
C -0.209388 -0.484313 0.633481 1.4472 -0.9113 -0.1131
Cl -0.804684 -1.000082 2.164028 -0.0008 0.0182 0.6010
C 1.287872 -0.528098 0.530941 0.5312 -0.0844 1.1047
O 1.864688 -0.467975 -0.754486 -1.0254 0.9307 0.9167
H 0.122656 1.869226 -0.172095 0.0774 -0.0102 -0.7069
H 0.649513 2.928379 -1.387581 -0.0027 -0.8829 0.2558
H -1.398056 -0.333884 -2.496137 0.2944 0.7374 0.1610
H -2.092233 -0.262759 0.026260 -0.1408 -0.1883 -0.5014
H 1.620509 -1.444189 1.018665 0.0745 0.0110 0.0272
H 1.597642 0.323276 1.190484 0.3384 -0.4714 -0.3803
H 1.632593 0.467285 -0.943961 0.6572 -0.2533 -0.9931
```
Positions in Å, forces in eV/Å.

Number 5 is which compound?
C4H7ClN2O

Among the records above, which one has the lowest orbital gap?
C3H7NS2

Among the records above, which one has the highest molar mass?
C22H25ClFN4